Record 1
# C21H18FMnN3OTe

C21H18FMnN3OTe as an isolated structure (the ωB97M-V functional and the def2-TZVPD basis, the OMol25 dataset).

XYZ file:
```
46
Properties=species:S:1:pos:R:3:mulliken_charge:R:1
Mn -0.365 0.280 -1.204 -0.42
C 2.531 3.441 -0.624 -1.49
C 1.628 2.363 -1.130 1.16
N 0.914 1.589 -0.361 0.52
N 0.975 1.610 0.999 -0.90
C 0.227 0.619 1.433 0.53
O -0.384 -0.224 0.670 -0.66
C 0.079 0.407 2.896 0.19
C 0.687 1.262 3.812 -0.21
C 0.540 1.043 5.172 -0.64
C -0.216 -0.030 5.628 -0.32
C -0.824 -0.882 4.717 -0.65
C -0.680 -0.666 3.355 -0.33
C 1.415 2.098 -2.524 0.20
C 1.927 2.889 -3.566 -0.80
C 1.649 2.564 -4.867 -0.33
C 0.837 1.449 -5.141 -0.77
C 0.335 0.731 -4.087 -0.01
N 0.620 1.014 -2.804 0.18
H 2.593 3.378 0.459 0.36
H 2.138 4.426 -0.891 0.31
H 3.534 3.357 -1.047 0.34
H 1.269 2.095 3.442 0.45
H 1.013 1.713 5.879 0.37
H -0.332 -0.198 6.692 0.36
H -1.417 -1.719 5.063 0.41
H -1.150 -1.319 2.631 0.42
H 2.529 3.755 -3.327 0.35
H 2.038 3.170 -5.675 0.39
H 0.587 1.167 -6.153 0.39
H -0.334 -0.105 -4.238 0.27
Te -2.555 1.448 -1.655 -0.62
F -2.629 -4.892 2.153 -0.37
C -2.174 -4.100 1.140 0.49
C -0.859 -4.209 0.748 -0.63
C -0.408 -3.395 -0.282 -0.30
C -1.250 -2.480 -0.915 0.62
C -0.744 -1.561 -1.959 -1.35
C -2.578 -2.402 -0.478 -0.18
C -3.046 -3.210 0.545 -0.70
H -0.205 -4.914 1.245 0.40
H 0.629 -3.460 -0.593 0.33
H -1.465 -1.400 -2.760 0.45
H 0.217 -1.899 -2.366 0.50
H -3.228 -1.659 -0.925 0.29
H -4.069 -3.143 0.893 0.41
```

Properties
2S+1 = 5
gap between HOMO and LUMO (spin up / spin down) = 5.082 / 5.273 eV
charge = -1
LUMO (spin up / spin down) = 2.288 / 2.104 eV
<S²> = 6.297
highest occupied orbital energy (spin up / spin down) = -2.7941 / -3.1682 eV

***

Record 2
# C21H18IrN4O2S2

C21H18IrN4O2S2 as an isolated structure (the ωB97M-V functional and the def2-TZVPD basis, the OMol25 dataset).

XYZ file:
```
48
Properties=species:S:1:pos:R:3:mulliken_charge:R:1
Ir -0.102 -1.198 -0.095 0.81
S 2.945 -0.819 -3.317 -0.26
C 1.404 -0.604 -4.098 0.84
C 1.136 -0.363 -5.442 -0.61
C -0.184 -0.222 -5.818 -0.49
C -1.220 -0.318 -4.880 -0.75
C -0.955 -0.557 -3.548 -0.62
C 0.375 -0.702 -3.161 0.09
N 0.842 -0.950 -1.877 0.06
C 2.152 -1.031 -1.818 0.93
C 2.725 -1.282 -0.501 0.66
C 4.075 -1.419 -0.208 -0.71
C 4.461 -1.644 1.104 -0.76
C 3.511 -1.724 2.112 -0.77
C 2.153 -1.585 1.836 -0.37
C 1.761 -1.375 0.522 -0.07
H 1.934 -0.288 -6.167 0.42
H -0.423 -0.035 -6.856 0.40
H -2.244 -0.204 -5.208 0.41
H -1.754 -0.631 -2.822 0.37
H 4.817 -1.352 -0.994 0.45
H 5.510 -1.753 1.344 0.42
H 3.826 -1.894 3.133 0.45
H 1.421 -1.633 2.628 0.51
O -0.411 0.728 -0.091 -0.63
S -0.168 1.440 1.327 0.72
C -1.810 2.028 1.772 -0.76
C -2.054 3.272 0.930 -0.71
C -0.752 4.062 1.019 -0.61
C 0.378 3.070 0.736 -0.75
H -1.738 2.247 2.840 0.56
H -2.497 1.194 1.633 0.37
H -2.903 3.833 1.317 0.43
H -2.272 2.997 -0.104 0.27
H -0.639 4.477 2.022 0.34
H -0.712 4.888 0.311 0.34
H 1.325 3.304 1.218 0.43
H 0.543 2.918 -0.331 0.30
N -2.713 -2.718 1.661 -0.40
C -1.965 -1.791 2.303 0.78
O -0.846 -1.398 1.784 -0.42
C -2.388 -1.233 3.507 0.47
C -1.639 -0.162 4.050 0.03
N -1.033 0.746 4.422 -0.64
C -3.561 -1.724 4.133 -0.46
N -4.530 -2.184 4.553 -0.47
H -2.261 -3.312 0.988 0.20
H -3.522 -3.098 2.131 0.20
```

Properties
2S+1 = 1
gap between HOMO and LUMO = 6.182 eV
charge = +1
LUMO = -4.747 eV
energy relative to the best compared isomer or geometry (same formula, charge and spin) = 0.0000 eV
highest occupied orbital energy = -10.9293 eV

***

Record 3
# C21H18N10O4RuS2

C21H18N10O4RuS2 as an isolated structure (the ωB97M-V functional and the def2-TZVPD basis, the OMol25 dataset).

XYZ file:
```
56
Properties=species:S:1:pos:R:3:mulliken_charge:R:1
Ru -0.043 0.003 -0.161 0.11
C 3.648 -2.095 0.887 -0.45
C 2.573 -1.628 0.150 -0.19
N 1.671 -0.805 0.689 0.13
C 1.838 -0.463 1.976 0.31
C 2.919 -0.949 2.691 -0.20
N 3.829 -1.757 2.156 -0.56
C 0.806 0.452 2.517 -0.08
C 0.925 1.226 3.656 -0.47
C -0.028 2.200 3.951 1.01
C -1.039 2.399 3.021 -0.18
C -1.111 1.603 1.892 0.71
N -0.250 0.582 1.715 -0.47
C -1.948 1.842 0.731 -0.75
C -2.474 3.189 0.389 0.11
N -3.520 3.217 -0.618 -0.62
C -3.608 2.204 -1.383 -0.36
C -2.715 1.063 -1.280 -0.20
N -1.916 0.912 -0.243 0.02
C 0.088 3.049 5.171 0.89
C 0.937 2.701 6.212 -0.56
C 1.031 3.529 7.322 -0.41
N 0.338 4.659 7.458 -0.58
C -0.483 4.986 6.461 -0.40
C -0.639 4.222 5.312 -0.52
H 4.381 -2.759 0.443 0.39
H 2.413 -1.920 -0.876 0.37
H 3.049 -0.681 3.735 0.42
H 1.806 1.115 4.271 0.36
H -1.774 3.180 3.154 0.43
H -2.848 3.713 1.259 0.49
H -4.361 2.222 -2.170 0.44
H -2.679 0.300 -2.047 0.43
H 1.516 1.786 6.197 0.35
H 1.694 3.270 8.139 0.37
H -1.044 5.907 6.581 0.38
H -1.309 4.579 4.540 0.34
C 0.036 1.036 -5.379 -1.11
C -0.304 -0.219 -4.662 0.93
N -0.913 -1.253 -5.132 -0.78
N -1.058 -2.088 -4.045 0.20
C -0.561 -1.599 -2.919 0.32
S -0.547 -2.234 -1.354 -0.23
N -0.062 -0.411 -3.305 0.44
N 0.520 0.445 -2.375 -0.55
H -0.112 0.900 -6.447 0.37
H 1.070 1.330 -5.192 0.34
H -0.605 1.848 -5.029 0.23
H -1.511 -2.980 -4.155 0.19
H 1.501 0.587 -2.582 0.28
H 0.043 1.348 -2.407 0.19
O -1.304 3.979 0.007 -0.37
S -0.122 3.422 -0.967 1.22
O -0.794 2.918 -2.163 -0.65
O 0.523 2.295 -0.227 -0.40
O 0.710 4.559 -1.126 -0.67
```

Properties
2S+1 = 2
gap between HOMO and LUMO (spin up / spin down) = 7.264 / 6.182 eV
charge = +1
LUMO (spin up / spin down) = -4.060 / -5.207 eV
energy relative to the best compared isomer or geometry (same formula, charge and spin) = 1.0676 eV
<S²> = 0.800
highest occupied orbital energy (spin up / spin down) = -11.3237 / -11.3888 eV

***

Record 4
# C21H18N2O4

One molecule with the formula C21H18N2O4 (the ωB97M-V functional and the def2-TZVPD basis, the OMol25 dataset).

XYZ file:
```
45
Properties=species:S:1:pos:R:3:mulliken_charge:R:1
O -3.246 -3.417 -0.423 -0.69
C -2.420 -2.578 -0.141 0.32
N -1.110 -2.946 0.089 -0.09
C 0.036 -2.171 0.286 0.50
C 0.267 -0.990 -0.419 -0.56
C 1.417 -0.259 -0.190 -0.44
C 2.366 -0.689 0.727 0.41
C 3.623 0.109 0.941 -0.87
O 4.449 -0.088 -0.193 -0.26
C 5.659 0.536 -0.239 0.60
C 6.163 1.376 0.747 -0.29
C 7.413 1.953 0.586 -0.57
C 8.167 1.704 -0.544 -0.55
C 7.664 0.866 -1.528 -0.36
C 6.423 0.286 -1.380 -0.46
C 2.156 -1.888 1.395 -0.68
C 1.005 -2.621 1.181 -0.91
N -2.666 -1.240 0.026 -0.08
C -3.860 -0.551 -0.169 0.74
C -5.019 -1.155 -0.656 -0.54
C -6.167 -0.403 -0.835 -0.69
C -6.189 0.948 -0.540 -0.68
C -5.033 1.556 -0.055 -0.10
C -4.985 2.995 0.277 0.55
O -4.012 3.568 0.703 -0.60
O -6.144 3.635 0.060 -0.45
C -3.876 0.807 0.129 -0.36
H -0.997 -3.945 0.193 0.27
H -0.432 -0.661 -1.174 0.58
H 1.588 0.651 -0.744 0.44
H 4.139 -0.230 1.850 0.43
H 3.379 1.176 1.047 0.42
H 5.597 1.590 1.641 0.35
H 7.794 2.604 1.359 0.35
H 9.140 2.158 -0.660 0.37
H 8.245 0.664 -2.416 0.36
H 6.015 -0.369 -2.134 0.39
H 2.896 -2.252 2.092 0.36
H 0.849 -3.551 1.707 0.38
H -1.909 -0.682 0.397 0.25
H -5.010 -2.207 -0.884 0.52
H -7.057 -0.883 -1.211 0.39
H -7.083 1.534 -0.679 0.46
H -6.048 4.571 0.295 0.35
H -2.994 1.305 0.506 0.42
```

Properties
2S+1 = 1
SMILES = O=C(Nc1ccc(COc2ccccc2)cc1)Nc1cccc(C(=O)O)c1
gap between HOMO and LUMO = 9.058 eV
LUMO = 0.461 eV
energy relative to the best compared isomer or geometry (same formula, charge and spin) = 0.3905 eV
highest occupied orbital energy = -8.5971 eV

***

Record 5
# C21H18N2O4S

One molecule with the formula C21H18N2O4S (the ωB97M-V functional and the def2-TZVPD basis, the OMol25 dataset).

XYZ file:
```
46
Properties=species:S:1:pos:R:3:mulliken_charge:R:1
O -8.419 0.989 -1.660 -0.59
C -7.722 0.031 -1.874 0.46
O -8.239 -1.181 -2.168 -0.45
C -6.240 0.038 -1.840 0.17
C -5.485 -1.130 -2.099 -0.78
C -4.125 -1.089 -2.060 -1.01
C -3.447 0.118 -1.759 0.77
C -2.036 0.191 -1.703 -0.31
C -1.414 1.368 -1.409 0.13
C 0.086 1.460 -1.446 0.31
O 0.667 2.093 -2.304 -0.63
N 0.709 0.734 -0.473 -0.03
C 2.077 0.586 -0.260 -0.28
C 3.069 1.129 -1.005 -0.05
C 4.424 0.881 -0.644 -1.06
C 4.691 0.107 0.424 -0.07
N 3.691 -0.454 1.176 0.07
C 4.029 -1.280 2.332 -0.59
C 4.746 -0.501 3.431 -0.66
C 5.205 -1.537 4.439 -0.66
S 5.823 -2.947 3.461 -0.18
C 4.888 -2.497 1.967 -0.71
C 2.354 -0.253 0.898 1.02
O 1.453 -0.745 1.574 -0.78
C -2.170 2.540 -1.180 -0.56
C -3.529 2.497 -1.215 -1.22
C -4.205 1.286 -1.504 0.86
C -5.613 1.215 -1.551 -0.37
H -9.199 -1.062 -2.159 0.35
H -5.987 -2.059 -2.328 0.45
H -3.549 -1.984 -2.258 0.41
H -1.454 -0.702 -1.903 0.46
H 0.131 0.249 0.202 0.28
H 2.840 1.746 -1.859 0.59
H 5.229 1.310 -1.219 0.39
H 5.695 -0.114 0.755 0.39
H 3.084 -1.638 2.730 0.44
H 5.605 0.039 3.027 0.32
H 4.076 0.235 3.881 0.33
H 6.004 -1.167 5.076 0.42
H 4.380 -1.865 5.071 0.33
H 4.263 -3.329 1.648 0.38
H 5.587 -2.280 1.161 0.36
H -1.662 3.475 -0.983 0.46
H -4.107 3.394 -1.030 0.40
H -6.202 2.102 -1.356 0.45
```

Properties
2S+1 = 1
SMILES = O=C(O)c1ccc2cc(C(=O)Nc3cccn([C@@H]4CCSC4)c3=O)ccc2c1
gap between HOMO and LUMO = 8.248 eV
LUMO = -0.099 eV
energy relative to the best compared isomer or geometry (same formula, charge and spin) = 0.1343 eV
highest occupied orbital energy = -8.3463 eV

***

Record 6
# C21H18N2O5S

C21H18N2O5S as an isolated structure (the ωB97M-V functional and the def2-TZVPD basis, the OMol25 dataset).

XYZ file:
```
47
Properties=species:S:1:pos:R:3:mulliken_charge:R:1
C 3.760 2.051 1.017 -0.39
H 4.005 1.266 0.171 0.08
O 2.990 3.153 0.463 -0.38
C 1.559 2.795 0.305 0.22
C 0.780 3.781 -0.163 -0.53
C -0.660 3.809 -0.158 -0.91
C -1.373 2.559 0.110 0.28
C -0.570 1.576 0.176 -0.83
C 0.767 1.636 0.388 0.70
O 1.533 0.402 0.806 -0.19
S 1.122 -0.717 -0.003 1.43
O 0.425 -1.749 0.742 -0.72
O 0.591 -0.762 -1.380 -0.65
C 2.896 -1.312 -0.234 0.04
C 3.502 -2.169 0.565 0.23
C 4.780 -2.500 0.646 -0.79
C 5.560 -2.183 -0.555 -0.98
C 4.832 -1.318 -1.486 -0.12
C 3.635 -0.840 -1.461 -0.79
H 2.951 -0.322 -2.006 0.72
H 5.353 -0.928 -2.534 0.15
H 6.449 -2.172 -0.585 0.65
H 5.361 -2.945 1.316 0.56
H 2.885 -2.434 1.724 0.05
H -1.055 0.781 0.182 1.49
C -2.625 2.615 -0.294 -0.83
N -3.281 1.280 -0.205 0.29
N -4.557 1.498 -0.469 -0.61
C -5.339 0.097 -0.253 -0.17
O -6.433 0.079 -0.410 -0.40
C -4.417 -0.960 -0.174 1.49
C -3.208 -1.280 -0.831 -1.03
C -2.420 -2.362 -0.417 -0.94
C -2.989 -3.499 0.384 -0.90
C -4.257 -3.273 0.970 -0.33
C -4.915 -1.863 0.734 -1.06
H -5.911 -1.916 0.950 0.44
H -4.635 -3.948 1.880 0.26
H -2.407 -4.213 0.640 0.58
H -1.589 -2.396 -0.781 1.12
H -2.686 -0.590 -1.211 0.99
H -5.312 2.232 -0.393 0.31
H -3.341 3.471 -0.515 0.24
H -1.196 4.648 -0.458 0.43
H 1.187 4.948 -0.194 0.19
H 4.813 2.495 1.099 0.33
H 3.442 1.478 1.900 0.25
```

Properties
2S+1 = 1
gap between HOMO and LUMO = 7.205 eV
LUMO = -0.493 eV
energy relative to the best compared isomer or geometry (same formula, charge and spin) = 19.0233 eV
highest occupied orbital energy = -7.6979 eV

***

Record 7
# C21H18N4S

One molecule with the formula C21H18N4S (the ωB97M-V functional and the def2-TZVPD basis, the OMol25 dataset).

XYZ file:
```
44
Properties=species:S:1:pos:R:3:mulliken_charge:R:1
C 2.124 -2.207 3.566 -1.33
C 0.619 -1.936 3.459 0.48
C -0.300 -2.433 4.365 -0.44
C -1.642 -2.083 4.280 -0.58
C -1.977 -1.269 3.204 -0.60
C -1.016 -0.883 2.252 0.06
C -1.406 -0.059 1.081 1.48
N -2.673 0.571 0.971 -0.81
C -2.523 1.196 -0.144 0.07
N -1.434 0.938 -0.851 0.31
C -0.601 0.214 -0.031 -0.40
C 0.771 -0.114 -0.425 0.06
C 1.640 0.856 -0.890 -1.17
C 2.865 0.294 -1.427 0.88
C 3.925 0.982 -1.952 -0.49
N 5.012 0.388 -2.515 -0.63
C 5.066 -0.938 -2.442 -0.30
C 4.058 -1.710 -1.826 -0.34
C 2.898 -1.072 -1.318 0.31
S 1.457 -1.753 -0.477 -0.15
C -1.380 1.784 -2.035 -0.22
C -2.378 1.171 -3.025 -0.90
C -3.738 1.386 -2.314 -0.85
C -3.351 2.116 -0.976 -0.32
C -2.174 2.981 -1.478 -0.92
N 0.264 -1.169 2.432 -0.20
H 2.386 -3.156 3.161 0.25
H 2.710 -1.426 3.033 0.30
H 2.397 -2.210 4.637 0.41
H -0.013 -3.072 5.177 0.41
H -2.361 -2.382 5.025 0.43
H -3.005 -0.863 3.095 0.37
H 1.440 1.944 -0.947 0.45
H 3.923 2.066 -1.908 0.35
H 5.961 -1.398 -2.876 0.35
H 4.175 -2.806 -1.797 0.33
H -0.383 1.986 -2.457 0.54
H -2.132 0.127 -3.210 0.35
H -2.283 1.680 -3.995 0.39
H -4.440 1.990 -2.930 0.33
H -4.241 0.468 -2.152 0.43
H -4.167 2.603 -0.496 0.54
H -1.673 3.455 -0.632 0.37
H -2.399 3.743 -2.215 0.41
```

Properties
2S+1 = 1
SMILES = Cc1cccc(-c2nc3n(c2-c2cc4cnccc4s2)[C@H]2CC[C@@H]3C2)n1
gap between HOMO and LUMO = 8.250 eV
LUMO = 0.434 eV
energy relative to the best compared isomer or geometry (same formula, charge and spin) = 0.0000 eV
highest occupied orbital energy = -7.8163 eV

***

Record 8
# C21H18N5O4Sn

C21H18N5O4Sn as an isolated structure (the ωB97M-V functional and the def2-TZVPD basis, the OMol25 dataset).

XYZ file:
```
49
Properties=species:S:1:pos:R:3:mulliken_charge:R:1
Sn 0.696 -0.033 -0.151 0.86
O -2.388 -1.921 2.707 -0.58
C -1.415 -1.505 2.127 -0.04
N -1.455 -0.887 0.863 0.07
C -2.543 -0.398 0.365 0.89
C -3.784 -0.189 1.063 -0.96
C -4.894 0.157 0.384 -0.58
C -4.882 0.383 -1.046 -0.70
C -3.747 0.281 -1.761 -0.57
C -2.523 -0.121 -1.120 0.85
N -1.412 -0.335 -1.735 0.16
C -1.357 -0.671 -3.098 -0.04
O -2.259 -1.269 -3.635 -0.56
C -0.088 -0.359 -3.835 0.31
C 0.087 -0.914 -5.096 -0.47
C 1.264 -0.653 -5.779 -0.37
C 2.202 0.181 -5.193 -0.57
C 1.929 0.706 -3.940 -0.15
N 0.816 0.436 -3.264 -0.19
C -0.040 -1.743 2.666 0.56
C 0.077 -2.393 3.884 -0.68
C 1.342 -2.637 4.393 -0.35
C 2.443 -2.211 3.666 -0.86
C 2.231 -1.584 2.450 -0.11
N 1.020 -1.361 1.955 0.08
H -3.808 -0.326 2.130 0.51
H -5.822 0.306 0.920 0.43
H -5.801 0.682 -1.531 0.42
H -3.729 0.495 -2.819 0.51
H -0.693 -1.535 -5.511 0.45
H 1.444 -1.087 -6.753 0.45
H 3.131 0.417 -5.692 0.38
H 2.630 1.367 -3.442 0.41
H -0.825 -2.696 4.395 0.48
H 1.463 -3.148 5.337 0.46
H 3.448 -2.368 4.030 0.41
H 3.062 -1.246 1.839 0.48
N 2.900 1.766 0.572 -0.40
C 2.903 2.445 1.885 -0.72
C 1.527 3.022 2.227 -0.67
C 0.504 1.899 2.083 0.76
O 0.247 1.168 3.024 -0.57
O 0.009 1.767 0.875 -0.63
H 3.851 1.495 0.343 0.22
H 2.603 2.438 -0.131 0.22
H 3.637 3.257 1.906 0.38
H 3.186 1.712 2.642 0.33
H 1.273 3.834 1.546 0.34
H 1.540 3.376 3.255 0.34
```

Properties
2S+1 = 1
gap between HOMO and LUMO = 6.176 eV
charge = +1
LUMO = -5.516 eV
energy relative to the best compared isomer or geometry (same formula, charge and spin) = 0.5004 eV
highest occupied orbital energy = -11.6921 eV